Entry 1:
The following is a DFT calculation (wB97M-V/def2-TZVPD) of an isolated molecule of C5H7NO.

Structure (XYZ):
```
14
C5H7NO wB97M-V/def2-TZVPD
C 1.2038 1.3579 -0.2694
C 0.2050 0.4208 0.3342
C -0.3026 0.4614 1.5924
O -1.1604 -0.5529 1.8171
C -1.1945 -1.2904 0.6736
C -0.3943 -0.7409 -0.2758
N -0.1579 -1.2433 -1.5630
H 1.3484 2.2393 0.3656
H 0.8701 1.7103 -1.2531
H 2.1802 0.8736 -0.3942
H -0.1375 1.1274 2.4263
H -1.7940 -2.1850 0.7008
H 0.3483 -0.6022 -2.1627
H -1.0063 -1.5845 -2.0002
```

Computed properties:
Lowest unoccupied orbital energy: 0.0347 Eh
DFT total energy: -324.6941 hartree
Relative energy (zero: lowest compared OMol25 entry of this formula, charge and spin): 19.04 kcal/mol
Frontier orbital gap: 0.3268 Ha
SMILES: Cc1cocc1N

Entry 2:
The following is a DFT calculation (wB97M-V/def2-TZVPD) of an isolated molecule of C5H7NO at a distorted geometry.

Structure (XYZ):
```
14
C5H7NO wB97M-V/def2-TZVPD
O 0.4022 1.7819 1.6832
C 1.1246 1.7792 0.6892
C 0.7324 1.1827 -0.5659
N -0.5109 0.8385 -0.8140
C -0.6016 -0.5667 -1.0353
C -0.0740 -1.5714 -0.0438
C -1.0821 -0.6120 0.4782
H 2.1891 2.0569 0.7769
H 1.4944 0.8433 -1.2558
H -1.2202 -0.9449 -1.8532
H 0.9304 -1.5653 0.3560
H -0.4864 -2.5647 -0.1945
H -0.7372 0.1210 1.2378
H -2.1377 -0.7953 0.5524
```

Computed properties:
Lowest unoccupied orbital energy (spin up / spin down): -0.0109 / -0.0109 Eh
DFT total energy: -324.5384 hartree
Relative energy (zero: lowest compared OMol25 entry of this formula, charge and spin): 116.77 kcal/mol
Frontier orbital gap (spin up / spin down): 0.2864 / 0.2864 Ha
SMILES: O=C/C=N/C1CC1

Entry 3:
The following is a DFT calculation (wB97M-V/def2-TZVPD) of an isolated molecule of C5H7NO at a distorted geometry.

Structure (XYZ):
```
14
C5H7NO wB97M-V/def2-TZVPD
C 1.3121 0.7261 0.8669
C -0.1545 0.3095 0.9473
C -0.7096 -0.1703 -0.3794
C -0.9807 0.8751 -1.3666
N -1.1883 1.7174 -2.1315
C -0.4161 -1.5179 -0.8869
O -1.6886 -1.1937 -0.3475
H 1.9587 -0.1290 0.6379
H 1.6363 1.1402 1.8264
H 1.4695 1.4903 0.0981
H -0.2772 -0.5123 1.6594
H -0.7687 1.1421 1.3072
H -0.3907 -1.7022 -1.9605
H 0.1977 -2.1752 -0.2707
```

Computed properties:
Lowest unoccupied orbital energy: 0.0295 Eh
DFT total energy: -324.6617 hartree
Relative energy (zero: lowest compared OMol25 entry of this formula, charge and spin): 39.37 kcal/mol
Frontier orbital gap: 0.4385 Ha
SMILES: CC[C@@]1(C#N)CO1

Entry 4:
The following is a DFT calculation (wB97M-V/def2-TZVPD) of an isolated molecule of C5H7NO at a distorted geometry.

Structure (XYZ):
```
14
C5H7NO wB97M-V/def2-TZVPD
C -1.6962 -0.0194 0.3161
C -0.3860 0.1736 -0.4442
C 0.7250 0.8940 0.3166
C 1.9084 0.0074 0.1014
N 1.6801 -1.1536 -0.3719
C 0.2946 -1.1676 -0.7742
O -0.2362 -2.1095 -1.2970
H -2.2142 0.9338 0.4697
H -1.5112 -0.4651 1.2998
H -2.3559 -0.6901 -0.2409
H -0.6040 0.6603 -1.4068
H 0.8541 1.9636 0.1055
H 0.6732 0.6831 1.3892
H 2.8681 0.2896 0.5369
```

Computed properties:
Lowest unoccupied orbital energy: 0.0158 Eh
DFT total energy: -324.7048 hartree
Relative energy (zero: lowest compared OMol25 entry of this formula, charge and spin): 12.33 kcal/mol
Frontier orbital gap: 0.3739 Ha
SMILES: C[C@H]1CC=NC1=O

Entry 5:
The following is a DFT calculation (wB97M-V/def2-TZVPD) of a cluster of 2 separate species, C5H7NO in total.

Structure (XYZ):
```
14
C5H7NO wB97M-V/def2-TZVPD
C 2.2956 0.3761 -0.4527
C 1.0336 0.6131 -0.2045
C -0.2395 0.7224 0.0046
C -1.5309 0.0102 -0.0105
N -2.1260 0.5770 1.1879
C -1.4760 1.4675 0.2351
H 2.9917 0.1261 0.3463
H 2.6865 0.4004 -1.4674
H -2.0626 -0.5290 -0.7820
H -1.5236 0.4145 1.9942
H -1.9779 2.2635 -0.2957
O 0.5644 -2.5079 -0.3382
H 1.3993 -2.1734 0.0059
H -0.0345 -1.7605 -0.2228
```

Computed properties:
Lowest unoccupied orbital energy: 0.0311 Eh
DFT total energy: -324.5358 hartree
Relative energy (zero: lowest compared OMol25 entry of this formula, charge and spin): 118.37 kcal/mol
Frontier orbital gap: 0.3762 Ha
SMILES: C=C=C1[C@H]2N[C@@H]12.O

Entry 6:
The following is a DFT calculation (wB97M-V/def2-TZVPD) of an isolated molecule of C5H7NO at a distorted geometry.

Structure (XYZ):
```
14
C5H7NO wB97M-V/def2-TZVPD
C -1.5301 -0.9592 -0.0312
C -0.0854 -0.5179 -0.2388
O 0.8364 -1.3917 0.3105
C 1.9721 -0.6390 0.4826
C 1.9123 0.7052 0.2091
C 0.5217 0.8136 -0.0512
N -0.2513 1.9128 -0.2671
H -2.2227 -0.2988 -0.5580
H -1.6935 -1.9847 -0.3849
H -1.8200 -0.9504 1.0302
H 0.3060 -0.1535 -1.2972
H 2.8065 -1.2812 0.7699
H 0.2857 2.7616 -0.3368
H -1.0378 1.9833 0.3629
```

Computed properties:
Lowest unoccupied orbital energy: 0.0147 Eh
DFT total energy: -324.5797 hartree
Relative energy (zero: lowest compared OMol25 entry of this formula, charge and spin): 90.87 kcal/mol
Frontier orbital gap: 0.3012 Ha
SMILES: C[C@@H]1OC=C=C1N